The following is a quantum chemistry calculation of a molecular structure, C3H2BrNOS in a non-equilibrium geometry, from the Open Molecules 2025 dataset.

Output
Spin multiplicity: 1
Total energy: -3217.52439 a.u.
Frontier orbital gap (spin up / spin down): 7.409 / 7.408 eV
Energy above the lowest of the compared OMol25 structures with the same formula, charge and spin: 437.5 kJ/mol

Positions of all 9 atoms, in Å:
Br -4.344 -0.428 0.034
S -2.284 1.679 -0.219
O 0.216 -1.753 -0.555
N 0.130 0.423 -0.100
C -2.579 0.089 0.068
C -0.452 1.550 -0.143
C -0.005 -0.737 0.255
H 0.542 -2.445 0.041
H 0.100 2.503 0.212

Force components x, y, z for each atom (eV/Å):
Br -0.67 -0.02 0.11
S 0.92 -0.46 0.30
O 0.73 -0.57 0.15
N -0.42 3.58 -0.38
C 0.48 -0.10 -0.37
C 0.76 1.89 0.79
C -0.33 -2.47 0.95
H -0.50 -0.26 -0.44
H -0.97 -1.58 -1.12

Mulliken population analysis, charges in e, atoms 1 to 6: atom 1 (Br): -0.094, atom 2 (S): 0.015, atom 3 (O): -0.359, atom 4 (N): -0.035, atom 5 (C): -0.091, atom 6 (C): -0.025

The following is a quantum chemistry calculation of a molecular structure, C3H2BrNS in a non-equilibrium geometry, from the Open Molecules 2025 dataset.

Output
Spin multiplicity: 1
Total energy: -3142.36931 a.u.
Frontier orbital gap: 8.427 eV
Energy above the lowest of the compared OMol25 structures with the same formula, charge and spin: 149.7 kJ/mol

Positions of all 8 atoms, in Å:
Br -2.131 0.001 -0.719
S -0.202 -2.528 0.263
N 0.472 2.261 1.087
C 0.151 1.467 0.318
C -0.304 0.410 -0.478
C 0.496 -1.173 0.336
H 1.443 -0.675 0.727
H 0.076 0.237 -1.534

Force components x, y, z for each atom (eV/Å):
Br -0.66 0.46 0.37
S -0.46 -1.57 0.14
N 0.20 -0.05 -0.15
C -0.35 0.96 0.57
C 1.36 -4.55 -1.51
C 0.82 5.16 -0.73
H -1.08 -1.38 -0.26
H 0.17 0.98 1.57

Mulliken population analysis, charges in e, atoms 1 to 6: atom 1 (Br): -0.021, atom 2 (S): -0.190, atom 3 (N): -0.367, atom 4 (C): 0.365, atom 5 (C): -0.409, atom 6 (C): 0.005

The following is a quantum chemistry calculation of 2 unconnected molecules or ions with the total composition C3H2Cl2O2 in a non-equilibrium geometry, from the Open Molecules 2025 dataset.

Output
Spin multiplicity: 1
Total energy: -1186.22931 a.u.
Frontier orbital gap (spin up / spin down): 8.610 / 7.503 eV
Energy above the lowest of the compared OMol25 structures with the same formula, charge and spin: 424.2 kJ/mol

Positions of all 9 atoms, in Å:
Cl 2.235 -1.892 -0.747
Cl 0.202 -1.155 1.467
O 1.118 0.877 -1.538
O -2.498 0.976 0.910
C 0.574 0.312 -0.647
C 0.683 -1.171 -0.225
C -1.400 1.359 0.763
H -0.118 -1.609 -0.720
H -0.797 2.303 0.737

Force components x, y, z for each atom (eV/Å):
Cl -0.64 0.05 0.64
Cl 0.73 -0.85 0.52
O -0.45 -0.72 1.21
O 0.93 0.79 0.20
C -0.44 0.92 -0.84
C 1.13 1.83 0.34
C 0.96 -0.79 -1.49
H -1.18 -1.21 -1.11
H -1.05 -0.01 0.55

Mulliken population analysis, charges in e, atoms 1 to 6: atom 1 (Cl): -0.134, atom 2 (Cl): -0.135, atom 3 (O): -0.347, atom 4 (O): -0.324, atom 5 (C): -0.016, atom 6 (C): 0.267